{
  "formula": "C2H4Li",
  "method": "wB97M-V/def2-TZVPD",
  "symbols": ["C", "C", "H", "H", "H", "Li", "H"],
  "coordinates": [[0.537, -0.005, -0.041], [-0.839, 0.017, 0.226], [1.492, 1.527, -0.242], [1.278, -0.286, 0.734], [-1.014, -0.266, 1.291], [-2.347, -0.595, -0.952], [0.893, -0.392, -1.015]],
  "forces_ev_per_a": [[1.53, -0.41, -0.32], [-0.74, -0.64, 0.13], [-0.61, -0.66, -0.01], [-0.51, 0.09, -0.33], [0.04, 0.58, -0.22], [0.43, 0.25, 0.26], [-0.14, 0.79, 0.49]],
  "total_charge": -1,
  "gap_ev": [2.96, 2.96],
  "e_homo_ev": [-0.3723, -0.3714],
  "spin_multiplicity": 1,
  "total_energy_ha": -85.928897,
  "lumo_ev": [2.59, 2.59]
}

=====

{
  "formula": "C2H4N",
  "method": "wB97M-V/def2-TZVPD",
  "symbols": ["C", "C", "N", "H", "H", "H", "H"],
  "coordinates": [[-1.537, 0.031, 0.005], [1.980, -0.126, -0.102], [1.130, 0.291, 0.525], [-1.521, 0.372, -1.064], [-1.101, 0.775, 0.781], [-1.801, -0.930, 0.384], [2.851, -0.415, -0.530]],
  "forces_ev_per_a": [[2.42, 2.80, 0.78], [-0.89, 0.62, 0.95], [-1.82, 0.05, 0.11], [-0.30, -0.65, 0.98], [-1.21, -1.11, -1.33], [-0.40, -0.81, -0.15], [2.19, -0.90, -1.35]],
  "total_charge": 1,
  "gap_ev": 8.98,
  "e_homo_ev": -17.9134,
  "spin_multiplicity": 1,
  "de_lowest_kj_mol": 253.3,
  "total_energy_ha": -132.918671,
  "lumo_ev": -8.93
}

=====

Number 1: strongest force on any atom 1.619 eV/Å. Number 2: strongest force on any atom 3.781 eV/Å.